Computed, not measured: C14H7ClIN3O5Sn as an isolated structure, with ωB97M-V with the def2-TZVPD basis set.

Highest occupied orbital energy: -0.309 hartree
E_LUMO: -1.36 eV
E: -55795.26576 eV

```
32
Properties=species:S:1:pos:R:3:forces:R:3:lowdin_charge:R:1
Sn 1.271775 0.706484 -0.687181 0.5 0.6 -0.3 1.583
Cl -4.746585 -0.437750 -4.476610 0.1 0.0 0.1 0.695
C -3.351571 0.279940 -3.721778 -0.1 -0.1 0.0 -0.610
C -2.985254 1.548668 -4.051503 0.1 0.2 0.0 -0.165
C -1.853934 2.154166 -3.464482 0.1 -0.1 0.1 -0.649
I -1.341968 4.095732 -3.988723 0.0 0.0 0.0 0.930
C -1.053728 1.488605 -2.543573 -0.1 0.0 0.0 -0.474
O 0.019794 1.972119 -1.979142 -0.6 0.0 -0.2 -0.379
C -1.466238 0.154024 -2.204033 0.0 0.0 0.0 -0.156
N -0.696259 -0.506817 -1.288521 0.1 -0.1 0.1 -0.029
C -1.015568 -1.730732 -0.917172 0.0 0.0 0.0 -0.110
C -2.130222 -2.402150 -1.432823 0.0 -0.1 0.1 -0.034
C -2.915038 -1.769167 -2.355261 -0.1 0.1 -0.1 0.000
C -2.604232 -0.456252 -2.773900 0.0 -0.2 0.1 -0.166
H -3.571752 2.097660 -4.777596 0.1 0.0 0.0 0.097
H -0.370143 -2.207332 -0.187288 0.0 0.0 0.0 0.122
H -2.351401 -3.407455 -1.099896 0.0 0.1 0.0 0.113
H -3.784875 -2.263223 -2.773305 0.1 0.0 0.0 0.098
O 4.606208 -0.603518 4.433479 0.0 -0.1 -0.2 0.135
C 3.408678 -0.216421 4.816087 -0.1 0.0 0.1 -0.504
O 3.090547 -0.100175 5.975061 0.1 0.0 -0.1 0.098
C 2.409929 0.118946 3.750400 0.3 -0.1 -0.2 -0.042
C 1.203563 0.685645 4.067165 -0.3 0.1 0.1 0.008
N 0.545687 0.874838 2.914470 0.0 0.0 0.1 0.020
N 1.249096 0.459060 1.849229 -0.3 0.0 0.2 -0.033
C 2.391469 -0.002352 2.339234 0.3 -0.1 0.0 -0.145
C 3.414806 -0.542223 1.360014 0.4 -0.3 0.1 -0.591
O 4.502249 -0.932356 1.806135 -0.5 0.3 0.0 0.050
O 3.044927 -0.546856 0.145330 0.0 -0.4 0.2 -0.240
H 4.643418 -0.729970 3.439746 0.1 0.0 0.0 0.071
H 0.799551 0.948936 5.037176 0.1 0.0 -0.2 0.149
H -0.362932 1.269927 2.789263 -0.3 0.1 0.0 0.160
```
Forces are in eV/Å.